[1]
Entry from the OMol25 dataset: a cluster of 2 separate species, C4H11FN2 in total (ωB97M-V/def2-TZVPD).

The calculation puts the maximum force at 12.2 eV Å⁻¹. The value obtained for the orbital gap (spin up / spin down) is 5.12 / 8.23 eV. The charge is 0. The value obtained for the lowest unoccupied orbital energy (spin up / spin down) is 0.9915 / -2.4458 eV. For the energy, the calculation gives -10016.190 eV. The spin multiplicity is 3.

Last column: Löwdin charge in e.
CARTESIAN COORDINATES (ANGSTROEM)
C -2.158 0.148 -0.904  -0.161
C -1.239 -0.533 0.058  -0.353
C -0.812 0.430 1.194  -0.084
C 2.187 -0.120 -0.405  -0.661
N 2.582 -0.083 0.835  0.197
N 1.693 0.680 -1.238  0.225
F 2.648 -1.323 -0.863  -0.004
H -1.514 1.015 -1.375  0.104
H -2.544 -0.483 -1.765  0.078
H -3.074 0.515 -0.244  0.112
H -1.579 -1.507 0.370  0.091
H -0.224 -0.780 -0.408  0.090
H -1.350 1.276 0.742  0.077
H -1.459 0.197 2.037  0.078
H 2.308 0.727 1.328  0.097
H 3.120 -0.825 1.172  0.096
H -0.023 0.261 1.631  -0.049
H 1.438 0.406 -2.166  0.068

[2]
Entry from the OMol25 dataset: a structure of composition C4H11FN3 (ωB97M-V/def2-TZVPD).

The calculation puts the maximum force at 4.4 eV Å⁻¹. The value obtained for the orbital gap is 9.32 eV. The charge is +1. The value obtained for the lowest unoccupied orbital energy is -3.6782 eV. For the energy, the calculation gives -11504.999 eV. The energy above the lowest of the compared OMol25 structures with the same formula, charge and spin comes out at 74.7 kcal/mol.

Last column: Löwdin charge in e.
CARTESIAN COORDINATES (ANGSTROEM)
C -1.562 -1.409 -0.381  -0.094
C 0.350 2.019 1.551  0.005
C 1.409 0.492 -1.263  -0.050
C 0.181 0.515 1.366  -0.180
N -1.928 -2.714 -0.473  0.159
N 0.167 0.159 -0.465  -0.114
N -0.299 -1.155 -0.655  0.014
F -1.047 0.045 1.662  0.013
H -2.297 -0.652 -0.453  0.153
H 1.032 2.341 0.847  0.047
H -0.484 2.519 1.251  0.061
H 0.691 2.225 2.573  0.112
H 2.319 0.209 -0.754  0.079
H 1.037 0.133 -2.271  0.112
H 1.461 1.597 -1.351  0.085
H 0.918 -0.149 1.834  0.142
H -2.892 -3.025 -0.654  0.142
H -1.380 -3.505 -0.229  0.111
H 0.398 -1.852 -1.041  0.202

[3]
Entry from the OMol25 dataset: a structure of composition C4H11FeO3 (ωB97M-V/def2-TZVPD).

The calculation puts the maximum force at 4.3 eV Å⁻¹. The value obtained for the orbital gap (spin up / spin down) is 7.44 / 8.70 eV. The charge is 0. The value obtained for the lowest unoccupied orbital energy (spin up / spin down) is 0.4360 / -0.6447 eV. For the energy, the calculation gives -44851.751 eV. The energy above the lowest of the compared OMol25 structures with the same formula, charge and spin comes out at 16.4 kcal/mol. The spin multiplicity is 6.

Last column: Löwdin charge in e.
CARTESIAN COORDINATES (ANGSTROEM)
C -4.276 1.193 0.107  -0.076
O -1.951 0.417 0.114  -0.477
C -1.847 -0.954 0.324  -0.353
C -0.531 -1.493 -0.208  -0.220
O 0.498 -0.659 0.307  -0.378
C 1.804 -1.058 -0.053  -0.102
Fe -0.241 1.419 0.298  0.779
H -3.744 2.065 -0.305  0.067
H -4.368 0.395 -0.643  0.075
H -4.125 0.946 1.171  0.080
H -2.657 -1.529 -0.167  0.120
H -1.920 -1.200 1.405  0.120
H -0.509 -1.456 -1.312  0.133
H -0.365 -2.535 0.113  0.133
H 2.499 -0.306 0.340  0.087
H 2.038 -2.041 0.384  0.099
H 1.909 -1.112 -1.149  0.099
O -5.796 1.693 0.108  -0.211
H -5.853 2.432 0.719  0.026

[4]
Entry from the OMol25 dataset: a cluster of 2 separate species, C4H11I2N3P in total (ωB97M-V/def2-TZVPD).

The calculation puts the maximum force at 3.2 eV Å⁻¹. The value obtained for the orbital gap is 9.08 eV. The charge is +1. The value obtained for the lowest unoccupied orbital energy is -3.5039 eV. For the energy, the calculation gives -34276.942 eV. The energy above the lowest of the compared OMol25 structures with the same formula, charge and spin comes out at 27.3 kcal/mol.

Last column: Löwdin charge in e.
CARTESIAN COORDINATES (ANGSTROEM)
C 0.574 1.688 0.174  -0.068
C 1.462 0.624 0.910  -0.328
C -0.013 -0.452 -1.134  -0.414
C -1.462 -0.720 -0.882  -0.013
N 1.039 -1.097 -1.139  -0.273
N 0.890 -0.180 1.709  -0.469
N 0.233 1.076 -1.155  0.102
P 1.336 -2.699 -1.225  0.839
I -2.940 1.228 2.364  0.434
I 1.897 -1.648 2.668  0.841
H -0.395 1.955 0.551  0.052
H 1.193 2.705 0.137  0.179
H 2.501 0.792 0.901  0.086
H -2.095 0.168 -0.651  0.063
H -1.556 -1.613 -0.233  0.101
H -1.907 -1.244 -1.742  0.103
H -4.087 2.372 2.528  -0.306
H -0.593 1.470 -1.448  0.117
H 0.873 1.144 -1.934  0.178
H 0.609 -2.986 -0.021  -0.098
H 2.442 -2.582 -0.376  -0.126

[5]
Entry from the OMol25 dataset: a cluster of 2 separate species, C4H11IN2 in total (ωB97M-V/def2-TZVPD).

The calculation puts the maximum force at 3.9 eV Å⁻¹. The value obtained for the orbital gap is 7.94 eV. The charge is 0. The value obtained for the lowest unoccupied orbital energy is 0.0636 eV. For the energy, the calculation gives -15402.947 eV. The energy above the lowest of the compared OMol25 structures with the same formula, charge and spin comes out at 54.8 kcal/mol.

Last column: Löwdin charge in e.
CARTESIAN COORDINATES (ANGSTROEM)
C -1.971 -1.124 -0.489  -0.153
C 0.343 -0.408 -1.638  -0.071
C 2.026 0.523 1.603  -0.101
C -0.974 -0.092 -0.868  -0.237
N 0.819 1.086 0.994  -0.329
N -0.295 0.373 1.010  -0.490
I -1.820 1.464 2.116  0.493
H -3.028 -0.776 -0.733  0.087
H -1.799 -2.175 -0.971  0.104
H -1.775 -1.228 0.673  0.076
H 1.003 0.376 -1.655  0.025
H 0.150 -0.395 -2.729  0.093
H 0.762 -1.348 -1.468  0.058
H 1.768 -0.511 1.684  0.055
H 2.824 0.696 0.842  0.078
H 2.425 0.938 2.616  0.097
H -1.427 0.860 -1.221  0.107
H 0.969 1.742 0.233  0.109

[6]
Entry from the OMol25 dataset: a cluster of 2 separate species, C4H11ISi in total (ωB97M-V/def2-TZVPD).

The calculation puts the maximum force at 2.7 eV Å⁻¹. The value obtained for the orbital gap (spin up / spin down) is 5.32 / 6.39 eV. The charge is 0. The value obtained for the lowest unoccupied orbital energy (spin up / spin down) is 0.7041 / -2.5227 eV. For the energy, the calculation gives -20299.813 eV. The energy above the lowest of the compared OMol25 structures with the same formula, charge and spin comes out at 51.9 kcal/mol. The spin multiplicity is 3.

Last column: Löwdin charge in e.
CARTESIAN COORDINATES (ANGSTROEM)
C 1.133 -0.367 1.524  -0.220
C -0.256 -1.197 -1.145  -0.249
C 0.253 1.963 -0.505  -0.183
C -2.238 0.305 1.404  -0.601
Si -0.036 0.119 0.119  0.678
I -3.811 0.110 -0.152  0.480
H 1.460 -1.481 1.529  0.064
H 2.050 0.288 1.392  0.043
H 0.654 -0.243 2.470  -0.004
H 0.338 -2.146 -0.989  0.047
H -1.359 -1.436 -1.370  0.019
H 0.157 -0.789 -2.097  0.033
H -0.154 2.220 -1.535  0.054
H -0.286 2.575 0.205  0.009
H 1.307 2.125 -0.508  -0.001
H -2.284 -0.412 2.141  -0.093
H -2.258 1.310 1.765  -0.074

[7]
Entry from the OMol25 dataset: the molecule C4H11N2 (ωB97M-V/def2-TZVPD).

The calculation puts the maximum force at 1.3 eV Å⁻¹. The value obtained for the orbital gap (spin up / spin down) is 5.09 / 8.27 eV. The charge is 0. The value obtained for the lowest unoccupied orbital energy (spin up / spin down) is 1.0973 / 0.5619 eV. For the energy, the calculation gives -7302.987 eV. The energy above the lowest of the compared OMol25 structures with the same formula, charge and spin comes out at 41.3 kcal/mol. The spin multiplicity is 2.

Last column: Löwdin charge in e.
CARTESIAN COORDINATES (ANGSTROEM)
C 0.922 0.115 -2.100  -0.131
C -0.214 -0.495 -1.269  -0.259
C -0.225 -0.158 0.179  -0.367
C -1.245 -0.353 1.076  -0.273
N -0.922 -0.311 2.464  -0.050
N 0.744 0.903 0.659  0.119
H 1.896 -0.125 -1.683  0.056
H 0.862 1.209 -2.149  0.070
H 0.859 -0.305 -3.095  0.068
H -1.135 -0.162 -1.771  0.104
H -0.191 -1.580 -1.397  0.105
H -2.085 -0.941 0.721  0.079
H -0.418 -1.129 2.827  0.066
H -1.678 -0.106 3.100  0.058
H 1.666 0.801 0.246  0.116
H 0.384 1.891 0.525  0.127
H 0.780 0.746 1.668  0.113

[8]
Entry from the OMol25 dataset: a cluster of 2 separate species, C4H11N2 in total (ωB97M-V/def2-TZVPD).

The calculation puts the maximum force at 3.3 eV Å⁻¹. The value obtained for the orbital gap is 2.73 eV. The charge is +1. The value obtained for the lowest unoccupied orbital energy is -9.2231 eV. For the energy, the calculation gives -7291.973 eV. The energy above the lowest of the compared OMol25 structures with the same formula, charge and spin comes out at 207.0 kcal/mol.

Last column: Löwdin charge in e.
CARTESIAN COORDINATES (ANGSTROEM)
C 1.945 0.443 0.422  -0.282
C 0.636 0.903 -0.200  -0.200
C -0.291 -0.198 -0.485  -0.022
C -1.480 -0.297 0.183  -0.145
N -2.442 -1.254 0.049  0.140
N 2.747 -0.557 -0.290  -0.016
H 1.652 -0.085 1.402  0.139
H 2.702 1.216 0.731  0.130
H 0.680 1.360 -1.216  0.146
H 0.127 1.736 0.332  0.132
H -0.040 -1.026 -1.181  0.148
H -1.828 0.479 0.874  0.140
H -2.036 -2.153 -0.229  0.129
H -5.802 1.845 -0.582  0.229
H -3.171 -1.356 0.829  0.162
H 3.313 -1.041 0.376  0.063
H 3.287 -0.012 -1.013  0.106

[9]
Entry from the OMol25 dataset: a cluster of 2 separate species, C4H11N2 in total (ωB97M-V/def2-TZVPD).

The calculation puts the maximum force at 1.0 eV Å⁻¹. The value obtained for the orbital gap is 10.35 eV. The charge is +1. The value obtained for the lowest unoccupied orbital energy is -4.4001 eV. For the energy, the calculation gives -7298.842 eV. The energy above the lowest of the compared OMol25 structures with the same formula, charge and spin comes out at 48.6 kcal/mol.

Last column: Löwdin charge in e.
CARTESIAN COORDINATES (ANGSTROEM)
C 2.154 0.176 0.100  -0.054
C 1.234 -0.495 1.111  -0.184
C -0.865 0.561 1.703  0.167
N -0.161 -0.090 0.876  0.026
H 1.805 -0.061 -0.903  0.075
H 2.232 1.246 0.266  0.087
H 3.142 -0.273 0.184  0.092
H 1.307 -1.575 1.032  0.133
H 1.476 -0.197 2.130  0.124
H -1.796 1.003 1.370  0.118
H -0.560 0.618 2.741  0.123
H -0.542 -0.262 -0.100  0.083
C -2.202 0.098 -2.045  -0.044
N -1.254 -0.639 -1.625  0.009
H -3.022 0.362 -1.379  0.076
H -2.196 0.551 -3.034  0.088
H -0.753 -1.021 -2.428  0.079

[10]
Entry from the OMol25 dataset: the ion C4H11N2 with charge +1 (ωB97M-V/def2-TZVPD).

The calculation puts the maximum force at 4.6 eV Å⁻¹. The value obtained for the orbital gap is 10.08 eV. The charge is +1. The value obtained for the lowest unoccupied orbital energy is -3.2505 eV. For the energy, the calculation gives -7297.203 eV. The energy above the lowest of the compared OMol25 structures with the same formula, charge and spin comes out at 86.4 kcal/mol.

Last column: Löwdin charge in e.
CARTESIAN COORDINATES (ANGSTROEM)
C 0.103 1.005 0.506  -0.094
C 0.175 -1.057 0.410  -0.069
C 2.221 0.098 -0.432  -0.070
C -2.107 0.005 -0.507  0.049
N 1.138 -0.008 0.510  -0.204
N -0.984 -0.041 0.531  -0.028
H 0.232 1.542 1.516  0.160
H 0.286 1.811 -0.370  0.190
H 0.096 -1.578 -0.485  0.109
H 0.143 -1.873 1.186  0.160
H 2.881 -0.806 -0.395  0.104
H 1.865 -0.207 -1.548  0.128
H 2.637 1.093 -0.390  0.087
H -2.612 -0.995 -0.536  0.120
H -2.868 0.625 0.052  0.121
H -1.881 0.472 -1.467  0.108
H -1.326 -0.087 1.418  0.129

Question: The lowest maximum force belongs to which entry?
Answer: number 9